(1)
C33H41Cl2IrN2O2Te | wB97M-V/def2-TZVPD

## Properties
HOMO-LUMO gap (spin up / spin down): 7.843 / 5.940 eV
multiplicity: 2
total charge: +1
energy relative to the best compared isomer or geometry (same formula, charge and spin): 0.0 kcal/mol
HOMO energy (spin up / spin down): -10.8 / -10.7 eV
lowest unoccupied orbital energy (spin up / spin down): -2.92 / -4.80 eV

CARTESIAN COORDINATES (ANGSTROEM)
Ir -0.926477 0.131210 0.043767
C -0.793351 -1.664457 -1.106979
C 0.486759 -1.012928 -1.197808
C 0.995409 -0.911313 0.168272
C 0.022209 -1.589630 1.000258
C -1.045524 -2.099487 0.236697
C -2.105732 -3.094632 0.653970
C -1.827011 -4.368246 -0.165034
C -1.991187 -3.436111 2.138122
C -3.516743 -2.591384 0.346976
C 2.347750 -0.492675 0.751712
C 2.705705 0.957950 0.434282
C 2.337728 -0.626433 2.280564
C 3.421289 -1.473884 0.248986
C 1.080742 -0.854614 -2.601040
C -0.008523 -0.439638 -3.600919
C 1.560770 -2.275394 -2.968859
C 2.254961 0.105700 -2.781169
H -1.420436 -1.906763 -1.948045
H 0.093857 -1.688944 2.071081
H -0.812490 -4.733533 0.005951
H -1.954676 -4.195712 -1.235038
H -2.524302 -5.152157 0.132463
H -1.007243 -3.843616 2.379735
H -2.732983 -4.195156 2.388072
H -2.188458 -2.566822 2.764500
H -3.631689 -2.341108 -0.709175
H -3.754559 -1.712231 0.946416
H -4.240456 -3.373521 0.580904
H 1.968647 1.628071 0.881361
H 2.751078 1.161107 -0.629556
H 3.681031 1.196965 0.862979
H 1.562052 -0.018126 2.744209
H 3.298500 -0.280611 2.662762
H 2.216021 -1.662529 2.602094
H 3.580094 -1.426487 -0.824454
H 3.148781 -2.500993 0.502370
H 4.372288 -1.251938 0.735211
H -0.776792 -1.201574 -3.729330
H 0.446821 -0.278672 -4.578213
H -0.491044 0.491083 -3.299482
H 0.741836 -2.995874 -2.941358
H 2.340536 -2.618998 -2.288516
H 1.972820 -2.265977 -3.978752
H 1.985799 1.133351 -2.551189
H 2.553526 0.075284 -3.830299
H 3.124132 -0.173469 -2.195099
Cl 2.070758 1.941682 6.545634
C 1.088128 1.859310 5.124192
C 1.245892 2.810218 4.122630
C 0.487265 2.723508 2.975949
Cl 0.702192 3.928732 1.746849
C -0.445371 1.684077 2.748295
O -1.046212 1.615941 1.584937
C -0.645402 0.796915 3.828716
C -1.747556 -0.161213 3.867900
O -2.702676 -0.175609 3.118957
C 0.137910 0.877221 4.985274
H 1.965131 3.609544 4.236877
H -1.684463 -0.901266 4.686971
H -0.023929 0.165201 5.785371
Te -0.925367 2.540081 -1.066756
C 0.731608 3.174685 -2.201564
C 0.556669 3.253333 -3.581052
C 1.598313 3.697990 -4.382036
C 2.802071 4.079722 -3.806420
C 2.959082 4.033018 -2.428465
C 1.925066 3.583553 -1.619050
H -0.383711 2.969635 -4.038875
H 1.465006 3.753052 -5.454382
H 3.613815 4.427126 -4.431319
H 3.890252 4.349704 -1.977246
H 2.058302 3.548384 -0.545906
N -3.700771 1.127251 0.869447
C -4.973634 1.319561 0.507737
C -5.098741 0.901940 -0.802505
C -3.829219 0.447255 -1.154478
N -2.994830 0.581870 -0.124462
H -3.247988 1.178676 1.779338
H -5.692835 1.724535 1.198503
H -5.983038 0.923091 -1.413474
H -3.473179 0.046196 -2.088984

Cartesian forces (eV/Å) of the 2 atoms listed first:
0.4550 0.2543 -0.1797
-0.0427 0.0710 0.1006

Atom charges from the Löwdin analysis, given in e for atoms 1 to 5:
1 Ir 1.153
2 C -0.146
3 C -0.209
4 C -0.202
5 C -0.076

(2)
C7H15N2O | wB97M-V/def2-TZVPD

## Properties
HOMO-LUMO gap: 9.046 eV
total charge: +1
energy relative to the best compared isomer or geometry (same formula, charge and spin): 119.6 kcal/mol
HOMO energy: -12.2 eV
lowest unoccupied orbital energy: -3.15 eV

CARTESIAN COORDINATES (ANGSTROEM)
C 1.370505 -0.954946 -0.693664
C 0.215148 -0.223394 1.297426
C -0.210269 0.574865 -0.945297
C -1.151392 0.138946 -2.064160
C 0.589313 1.810143 -0.967611
C 1.842770 -2.160018 1.405222
C -1.961273 1.029798 0.900532
N 1.097195 -1.190088 0.582227
N -0.858765 0.135726 0.398312
O 1.994906 -1.429898 -1.555817
H -0.100490 -0.836477 2.111092
H 0.822849 0.573063 1.507170
H -1.475587 -0.801689 -2.020070
H -0.518816 0.264882 -3.032159
H -1.930917 0.795105 -1.988477
H 1.248687 1.865948 -0.222368
H -0.117270 2.687172 -0.841645
H 1.280465 1.817860 -1.943459
H 2.122210 -2.837491 0.664378
H 2.579715 -1.482295 2.027640
H 1.146912 -2.775692 2.017620
H -1.476817 1.787522 1.370906
H -2.513597 1.417230 0.170251
H -2.492265 0.465826 1.564569
H -1.503218 -0.672096 0.257380

Cartesian forces (eV/Å) of the 2 atoms listed first:
-3.7938 2.3986 -0.2824
0.6485 -3.4577 -1.3925

Atom charges from the natural (NBO) analysis, given in e for atoms 1 to 5:
1 C 0.780
2 C -0.029
3 C 0.107
4 C -0.654
5 C -0.683

(3)
C3H8O | wB97M-V/def2-TZVPD

## Properties
HOMO-LUMO gap: 9.936 eV
total charge: 0
energy relative to the best compared isomer or geometry (same formula, charge and spin): 25.0 kcal/mol
HOMO energy: -9.3 eV
SMILES: C=CO.C
lowest unoccupied orbital energy: 0.66 eV

CARTESIAN COORDINATES (ANGSTROEM)
C -0.886457 0.845815 3.615712
C -0.507117 0.682789 2.355388
O -1.101563 -0.290365 1.586285
H -0.442910 1.575099 4.273477
H -1.712429 0.238885 3.921243
H 0.319693 1.165338 1.839670
H -1.196856 0.063698 0.687020
C 1.089632 -0.857264 -3.640206
H 1.587555 0.078012 -3.378265
H 0.120009 -0.614233 -4.065435
H 1.065928 -1.525356 -2.770578
H 1.664514 -1.362419 -4.424309

Cartesian forces (eV/Å) of the 2 atoms listed first:
0.2962 0.2300 -0.8038
0.1424 -0.2716 0.1589

Atom charges from the natural (NBO) analysis, given in e for atoms 1 to 5:
1 C -0.492
2 C 0.129
3 O -0.698
4 H 0.211
5 H 0.209

(4)
C5H11N3 | wB97M-V/def2-TZVPD

## Properties
HOMO-LUMO gap: 8.403 eV
total charge: 0
energy relative to the best compared isomer or geometry (same formula, charge and spin): 200.9 kcal/mol
HOMO energy: -7.6 eV
lowest unoccupied orbital energy: 0.77 eV

CARTESIAN COORDINATES (ANGSTROEM)
C 1.766028 -0.557987 1.056979
C -0.182186 -0.517547 -1.200352
C -1.160980 -0.034079 -0.221945
C -2.255939 -1.030531 0.116021
C -1.040689 1.255045 0.247419
H 1.042076 0.286754 1.745630
H 3.179315 -0.699786 1.246821
H 1.074620 -1.710068 1.254449
H 2.904220 -0.163045 -0.537937
H -0.646144 -0.591397 -2.468721
H -1.868829 -2.013062 0.596673
H -2.787823 -1.135721 -0.802160
H -2.839752 -0.442347 1.030632
H -1.477309 1.826355 1.317962
H 0.534149 2.918797 -0.302486
H 0.718109 1.285967 -0.969693
N 2.001658 -0.098029 -0.291148
N 1.041989 -0.478507 -1.400668
N -0.002505 1.899182 -0.417480

Cartesian forces (eV/Å) of the 2 atoms listed first:
0.5639 -0.7609 1.9734
-3.4507 0.8507 -4.5304

Atom charges from the natural (NBO) analysis, given in e for atoms 1 to 5:
1 C -0.437
2 C 0.090
3 C -0.266
4 C -0.603
5 C 0.049

(5)
CH2CsO3 | wB97M-V/def2-TZVPD

## Properties
HOMO-LUMO gap: 3.415 eV
total charge: -1
HOMO energy: -2.0 eV
lowest unoccupied orbital energy: 1.46 eV

CARTESIAN COORDINATES (ANGSTROEM)
O -0.796354 -1.416865 0.358469
C -0.857441 -1.280239 -0.947626
O 0.253594 -0.827192 -1.487451
Cs 1.036665 1.273166 0.923376
H -1.208925 -2.213528 -1.453637
O -2.136679 0.241071 -1.223826
H -2.774880 0.610722 -0.613515

Cartesian forces (eV/Å) of the 2 atoms listed first:
-1.1851 0.3991 -0.2214
4.8430 -0.5794 2.6506

Atom charges from the Löwdin analysis, given in e for atoms 1 to 5:
1 O -0.353
2 C -0.722
3 O -0.340
4 Cs 0.871
5 H 0.093

(6)
C35H39F9O4P | wB97M-V/def2-TZVPD

## Properties
HOMO-LUMO gap: 7.265 eV
total charge: -1
HOMO energy: -4.7 eV
lowest unoccupied orbital energy: 2.52 eV

CARTESIAN COORDINATES (ANGSTROEM)
O 0.690655 4.930393 2.926699
C 1.243759 4.257542 2.107675
O 0.530065 3.768135 1.069874
C 2.708146 3.912443 2.100153
C 2.964491 2.394129 1.925305
C 3.270099 1.962529 0.498135
P 3.527064 0.082702 0.352435
C 1.665375 -0.234231 -0.038374
C 0.993216 -1.488764 0.529442
C 1.251666 -1.754718 2.018537
C 0.156707 -2.518581 2.702603
F 0.623386 -3.152629 3.814712
F -0.384920 -3.494275 1.916104
C -1.051413 -1.685163 3.195148
F -1.794731 -1.268448 2.165731
F -1.845894 -2.407431 3.999113
F -0.646870 -0.610891 3.877105
O 3.867869 0.293072 -1.375886
C 4.609495 -0.785000 -1.861199
C 4.120356 -2.028532 -1.121489
O 3.802138 -1.638389 0.184794
H 1.058678 3.106505 0.592244
H 3.124594 4.294766 3.031749
H 3.163901 4.450447 1.262052
H 2.086153 1.843197 2.290854
H 3.787051 2.096999 2.580909
H 2.471194 2.279657 -0.190245
H 4.185280 2.451984 0.149369
H 4.958539 0.284856 0.610738
H 3.330811 -0.120338 1.766083
H 1.045839 0.641870 0.210496
H 1.620846 -0.326290 -1.125772
H -0.091623 -1.408136 0.377660
H 1.313786 -2.366700 -0.037911
H 2.173422 -2.323224 2.157901
H 1.395186 -0.811811 2.550295
H 5.690833 -0.636559 -1.699334
H 4.444952 -0.897253 -2.941283
H 3.198675 -2.409097 -1.587371
H 4.869229 -2.831661 -1.116825
F 1.856290 -3.258774 -3.215438
C 1.202616 -4.420026 -3.029933
C 0.025735 -4.376437 -2.311803
C -0.649749 -5.560941 -2.073671
C -0.152121 -6.762437 -2.562615
C 1.036603 -6.774993 -3.281640
C 1.734974 -5.596677 -3.516647
H -0.333296 -3.432350 -1.931523
H -1.566620 -5.545199 -1.498294
H -0.678801 -7.687524 -2.368680
H 1.435850 -7.710437 -3.652328
H 2.667868 -5.580199 -4.063059
F -2.057209 -3.695726 -0.092524
C -3.028485 -3.316534 0.768783
C -4.335736 -3.305984 0.327461
C -5.323087 -2.907161 1.218400
C -4.990433 -2.526694 2.511042
C -3.662741 -2.544660 2.919087
C -2.661735 -2.944358 2.045628
H -4.564911 -3.600303 -0.688069
H -6.356347 -2.892039 0.896276
H -5.764172 -2.211493 3.198434
H -3.398042 -2.238926 3.922815
H -1.619484 -2.959967 2.333878
F 0.815898 1.074201 -3.635936
C -0.382762 0.617704 -3.234541
C -1.490362 1.423226 -3.417769
C -2.728356 0.950840 -3.006994
C -2.841424 -0.302920 -2.424054
C -1.710040 -1.090472 -2.250966
C -0.462903 -0.635852 -2.658359
H -1.372040 2.398676 -3.869705
H -3.606986 1.568727 -3.142387
H -3.808309 -0.665524 -2.099499
H -1.806216 -2.061390 -1.787056
H 0.437145 -1.224088 -2.538164
F -3.263337 10.056770 -0.135894
C -2.626606 8.933782 0.282397
C -2.604427 7.835622 -0.552084
C -1.948433 6.692140 -0.114112
C -1.335821 6.657693 1.131784
C -1.379645 7.781923 1.944605
C -2.027079 8.936883 1.524814
H -3.090467 7.883704 -1.517167
H -1.912165 5.818374 -0.752216
H -0.828088 5.767673 1.473681
H -0.902370 7.753548 2.915711
H -2.070174 9.825493 2.140106

Cartesian forces (eV/Å) of the 2 atoms listed first:
-0.2148 0.4303 0.5023
0.3384 -0.2999 -0.4427

Atom charges from the Löwdin analysis, given in e for atoms 1 to 5:
1 O 0.091
2 C -0.539
3 O 0.093
4 C -0.103
5 C -0.263

(7)
C5H11NO2 | wB97M-V/def2-TZVPD

## Properties
HOMO-LUMO gap: 9.476 eV
total charge: 0
energy relative to the best compared isomer or geometry (same formula, charge and spin): 63.3 kcal/mol
HOMO energy: -8.7 eV
SMILES: N[C@H](CO)CCC=O
lowest unoccupied orbital energy: 0.77 eV

CARTESIAN COORDINATES (ANGSTROEM)
N -0.001365 -1.820857 0.637519
C 0.455642 -0.433807 0.579718
C 0.025170 0.341223 2.031334
O 0.188155 -0.747475 2.933197
C -0.368377 0.426452 -0.384825
C -0.075522 0.089913 -1.846796
C 0.251704 1.250995 -2.788543
O 0.249896 1.109591 -3.983246
H 0.533922 -2.471320 1.178101
H -1.003988 -1.846535 0.666070
H 1.555467 -0.437074 0.455736
H 0.754636 1.127817 2.094865
H -1.024594 0.652082 1.898815
H 0.196042 -0.407197 3.836941
H -0.280805 1.533792 -0.305894
H -1.451174 0.414674 -0.175215
H -0.821053 -0.449313 -2.461552
H 0.746966 -0.624794 -1.951623
H 0.069286 2.291841 -2.414606

Cartesian forces (eV/Å) of the 2 atoms listed first:
0.3122 1.5291 -2.0794
-1.9620 1.0999 2.8740

Atom charges from the natural (NBO) analysis, given in e for atoms 1 to 5:
1 N -0.853
2 C -0.031
3 C -0.101
4 O -0.731
5 C -0.440